Formula: C49H44KN10O4PSe
Source: the Open Molecules 2025 dataset
Level of theory: the ωB97M-V functional and the def2-TZVPD basis

Calculated values
* energy: -6084.9579 Eh
* HOMO energy: -7.62 eV
* ΔE to the lowest compared entry with this formula, charge and spin: 1.779 eV

```
110
Properties=species:S:1:pos:R:3:forces:R:3:mulliken_charge:R:1
K -0.594900 0.563300 -0.734200 2.4234 -0.4302 0.8784 3.253
C -1.874900 -2.335100 0.663700 -0.3406 -0.2151 0.2303 -1.622
N -0.727100 -1.628000 1.174000 -0.1547 0.0100 0.1949 0.247
C 0.357300 -2.452400 1.664000 -0.0997 -0.0588 -0.0141 -1.032
C 1.400800 -2.708900 0.628400 0.1824 -0.1563 0.0493 -0.024
N 2.300100 -1.838300 0.259900 -0.2507 0.4514 0.2042 -0.014
C 3.139100 -2.495900 -0.605100 -0.0376 -0.7338 -0.2388 -0.219
C 4.287100 -2.069000 -1.264000 0.0258 -0.2206 0.2156 -0.650
C 4.954600 -2.988600 -2.048800 0.0814 0.1545 -0.0140 -0.798
C 4.504000 -4.303000 -2.193600 0.0193 -0.0619 -0.0541 -0.550
C 3.370600 -4.749200 -1.542000 -0.0960 -0.1020 -0.0356 -1.104
C 2.696600 -3.831100 -0.752400 0.4333 0.4596 -0.1974 0.847
N 1.592800 -3.928700 0.053200 0.0536 -0.0756 0.2002 0.071
C -1.725200 -2.778000 -0.748100 -0.1621 -0.2694 -0.1372 0.219
N -0.699300 -2.589800 -1.532600 0.4117 0.4192 0.3199 0.500
C -1.061900 -3.122100 -2.751600 -0.7693 -0.4034 -0.0551 0.129
C -0.378800 -3.193900 -3.957900 -0.0195 -0.0003 0.0678 -0.572
C -1.024700 -3.769500 -5.032200 0.1700 -0.0167 -0.1630 -0.765
C -2.320000 -4.274700 -4.928400 -0.1347 -0.0234 -0.0204 -0.608
C -3.014300 -4.226000 -3.735600 -0.1463 -0.0289 0.0089 -1.168
C -2.370800 -3.649600 -2.655100 0.5332 0.0563 -0.2714 0.664
N -2.744400 -3.458700 -1.349600 0.2224 -0.2207 0.1164 0.123
H -2.726100 -1.647100 0.674100 -0.0062 -0.0945 -0.0011 0.185
H -2.139900 -3.222500 1.275500 0.0740 0.1554 -0.0721 0.496
H -1.031800 -1.001200 1.907200 0.1155 0.0499 -0.1236 -0.293
H -0.009000 -3.421900 2.048000 0.1075 0.1471 0.0491 0.398
H 0.856300 -1.912500 2.473500 -0.0563 -0.1106 -0.0116 0.461
H 4.652000 -1.059400 -1.147800 0.0088 0.1130 0.0281 0.639
H 5.846000 -2.679300 -2.575100 0.0931 0.0033 -0.0354 0.455
H 5.061900 -4.980100 -2.826400 -0.0118 -0.0471 0.0178 0.401
H 3.028200 -5.769400 -1.634000 -0.0108 -0.0883 -0.0593 0.455
H 1.008900 -4.741600 0.149400 -0.0938 0.1353 0.0493 0.293
H 0.623800 -2.812100 -4.057700 0.1572 0.0269 -0.0221 0.475
H -0.509800 -3.834900 -5.978200 0.0364 -0.0006 -0.1338 0.447
H -2.788600 -4.707900 -5.800100 -0.0351 -0.0326 -0.0456 0.384
H -4.019600 -4.610800 -3.649200 -0.0833 -0.0337 -0.0225 0.486
H -3.701300 -3.445300 -1.026500 0.1057 0.2284 -0.0254 0.453
O 2.923700 0.589000 1.492800 0.2410 0.3211 0.3204 -0.608
N 1.886400 0.935700 2.318900 0.3165 -0.3067 -0.0252 0.399
C 2.186300 1.355600 3.477100 0.9774 -0.1958 -0.4533 -1.004
C 1.126500 1.716300 4.390800 -0.6287 0.0142 0.4214 0.496
C 1.443400 2.038000 5.707400 -0.0155 -0.0218 -0.2031 -1.115
C 0.445100 2.339900 6.613700 -0.1160 0.0234 0.1215 -0.681
C -0.882000 2.290700 6.218100 0.1128 0.0597 0.1475 -0.916
C -1.207700 1.981200 4.907700 -0.0047 -0.1127 -0.0571 -0.098
C -0.217200 1.716600 3.970500 0.0891 -0.2261 0.1388 0.719
P -0.530800 1.559000 2.163100 -1.0150 0.5155 0.3076 0.340
C 0.164500 3.218000 1.807300 0.0833 0.0675 -0.1837 -0.173
C 0.911200 3.425500 0.658200 -0.1454 -0.0899 0.2146 0.323
C 1.375700 4.694600 0.355100 0.1653 0.1095 -0.1617 -0.591
C 1.111800 5.761500 1.195800 0.0298 0.0082 -0.0660 -0.844
C 0.369100 5.557000 2.349000 -0.0572 0.0840 0.0758 -0.726
C -0.107800 4.296000 2.650000 0.0987 0.0417 -0.0098 -0.328
C -2.310900 2.029800 2.110700 0.0477 0.0456 0.0460 1.284
C -3.250200 1.117800 2.588300 0.0705 0.0475 -0.0966 -0.512
C -4.599800 1.414800 2.567100 -0.1171 -0.0919 0.0910 -0.931
C -5.035200 2.628300 2.059600 -0.0618 0.0195 -0.0219 -0.694
C -4.115100 3.515400 1.529600 -0.1999 0.0664 -0.0819 -0.625
C -2.766400 3.211700 1.537400 0.0126 -0.0079 -0.0153 -0.713
H 2.544700 -0.061400 0.854400 0.0104 -0.1112 0.2696 0.529
H 3.219500 1.431900 3.815700 0.0770 -0.0396 -0.0931 0.346
H 2.480900 2.056600 6.012200 0.0794 -0.0071 0.0213 0.435
H 0.699600 2.609900 7.626800 0.0291 0.0110 0.1210 0.397
H -1.666600 2.523400 6.925300 -0.0317 -0.0240 0.0269 0.448
H -2.248400 1.968800 4.614700 0.0394 0.0706 -0.0052 0.410
H 1.133600 2.598900 0.000400 0.1131 0.0744 -0.0657 -0.180
H 1.951100 4.842900 -0.547200 0.0231 0.0097 -0.0864 0.405
H 1.475800 6.752200 0.957700 0.0342 0.0172 -0.0315 0.375
H 0.151400 6.385900 3.008000 -0.0139 0.0510 0.0488 0.456
H -0.711600 4.154100 3.537400 0.0362 0.0058 -0.0053 0.516
H -2.914400 0.170900 2.999200 -0.0320 -0.0660 0.0199 0.455
H -5.317600 0.704900 2.951700 -0.0421 -0.0760 0.0286 0.454
H -6.086900 2.876100 2.068800 -0.0734 -0.0137 -0.0284 0.390
H -4.447700 4.457700 1.116400 -0.0384 0.0491 -0.0655 0.423
H -2.065100 3.905800 1.098200 -0.0202 0.0574 0.0202 0.350
O -4.359000 -1.347200 -1.381500 -0.5820 -0.2464 0.1383 -0.902
C -3.479100 -0.512800 -1.617400 -0.4912 0.0674 -0.6810 -0.413
O -2.722700 0.047900 -0.798500 -1.4293 -0.1119 0.3367 -0.407
C -3.277600 -0.087800 -3.071200 -0.1499 -0.1235 0.3177 0.904
C -4.369300 -0.010400 -3.924000 0.0135 -0.0113 -0.0318 -0.281
C -4.219800 0.514900 -5.196300 -0.0586 0.1091 -0.0419 -0.724
C -2.969500 0.930400 -5.626200 0.0769 0.0494 -0.2207 -0.630
C -1.865300 0.794700 -4.798900 0.2115 0.0117 -0.0951 -0.799
C -2.020700 0.289900 -3.520800 -0.0922 -0.0501 -0.0172 1.726
H -5.330000 -0.355100 -3.570600 -0.0587 0.0068 0.0869 0.471
H -5.076400 0.629400 -5.848400 -0.0212 -0.0716 -0.0132 0.399
H -2.851300 1.351400 -6.615900 0.0063 0.0047 -0.0577 0.406
H -0.887400 1.109300 -5.145100 -0.0037 -0.0634 -0.0161 0.412
H -1.173400 0.195700 -2.854200 -0.1349 -0.0300 -0.5448 -1.538
C -3.012400 3.473000 -2.623000 0.0488 -0.1181 0.2825 -1.246
C -1.521900 3.249700 -2.614900 -0.4798 0.6098 -0.5262 0.315
N -0.878000 3.779400 -3.681100 0.3502 0.1454 -0.2165 -0.321
O -0.917300 2.676700 -1.733700 0.1139 0.5338 0.0436 -0.187
H -3.231800 4.532700 -2.746700 -0.0179 0.0566 0.0428 0.492
H -3.437900 3.101800 -1.695000 -0.0016 -0.0001 0.0473 0.021
H -3.462000 2.933700 -3.451500 -0.0405 -0.1456 -0.1737 0.315
H -1.362300 4.205800 -4.450800 -0.0881 -0.0655 0.1004 0.197
H 0.119300 3.667200 -3.751500 -0.0004 -0.0566 0.0602 0.221
Se 4.442900 3.371700 -2.026200 -0.1018 -0.3256 -0.1643 0.262
N 4.969900 2.098400 -3.112900 0.6355 -0.5300 -0.5948 -0.958
C 4.049300 1.143900 -3.116500 -0.0269 1.0456 0.5439 0.619
C 4.071500 -0.047400 -3.864200 -0.4953 -0.7359 -0.2583 -1.059
C 3.001800 -0.885800 -3.714100 0.8865 0.3120 -0.6268 -0.549
C 1.943900 -0.555300 -2.835600 -0.2775 0.4944 0.4115 0.225
N 1.875000 0.547000 -2.139900 -0.7310 -0.6008 0.0908 0.814
C 2.899800 1.401400 -2.270700 1.1796 1.0468 -0.1672 -0.038
N 2.949900 2.562600 -1.632600 -0.8813 -0.1721 0.4513 -0.109
H 4.911100 -0.277300 -4.503800 0.0124 -0.0224 -0.0567 0.466
H 2.966500 -1.816900 -4.256800 -0.0393 -0.1486 0.0026 0.534
H 1.128300 -1.244200 -2.685700 -0.1522 -0.2291 -0.0132 -0.508
```
Forces are in eV/Å.